Computed, not measured: a molecular structure, C47H42Br2N6OPrSTe at a distorted geometry, with wB97M-V/def2-TZVPD.

Last column: Mulliken spin population.
Geometry (Å):
Pr1 -0.0220 1.2028 -0.7978  2.028
Br1 1.8197 8.0943 -1.9384  0.000
C1 1.4120 6.2519 -1.7344  0.001
C2 2.1568 5.1870 -2.2964  0.004
C3 1.7229 3.9126 -1.9760  0.006
N1 0.5661 3.6761 -1.3402  -0.003
C4 -0.1431 4.7185 -0.8497  0.002
C5 0.2516 6.0155 -1.0813  0.000
C6 -1.3789 4.3852 -0.1612  -0.001
C7 -2.4297 5.3215 -0.1025  -0.003
C8 -3.5947 4.9978 0.5469  0.001
Br2 -5.1012 6.1700 0.6199  0.000
C9 -3.7158 3.7373 1.0685  0.000
C10 -2.6787 2.8410 0.8811  0.008
N2 -1.5178 3.1073 0.2936  -0.001
H1 3.0964 5.2963 -2.7950  0.000
H2 2.3324 3.0738 -2.2135  0.005
H3 -0.3610 6.8237 -0.7127  0.000
H4 -2.2313 6.2831 -0.5963  0.000
H5 -4.6194 3.3948 1.5776  0.000
H6 -2.7724 1.8234 1.2246  -0.001
N3 4.4277 -0.0629 -0.0891  0.062
C11 5.2127 1.1666 -0.2135  0.009
C12 6.5522 1.1735 -0.6468  0.010
C13 7.2181 2.3889 -0.5856  -0.002
C14 6.5871 3.5959 -0.2908  0.009
C15 5.2324 3.5977 0.0014  -0.002
C16 4.5757 2.3654 0.1205  0.009
S1 2.9852 2.2020 0.8151  0.001
N4 2.2971 0.9691 -0.1874  0.074
C17 3.1078 -0.0722 -0.4677  0.142
C18 2.5208 -1.2064 -1.1199  0.199
C19 3.1288 -2.3599 -1.6523  0.105
C20 2.3645 -3.2955 -2.2656  0.062
C21 0.9609 -3.1613 -2.3211  0.112
C22 0.4433 -1.9793 -1.9183  0.005
N5 1.1431 -0.9898 -1.3541  0.120
H7 5.0057 -0.8863 -0.2495  -0.008
H8 7.0181 0.2416 -0.9732  0.000
H9 8.1951 2.3156 -0.8656  0.000
H10 7.1376 4.5475 -0.3708  0.001
H11 4.6599 4.5142 0.2032  0.000
H12 4.1870 -2.4909 -1.4980  0.016
H13 2.8588 -4.1245 -2.7513  0.004
H14 0.3226 -3.8736 -2.8268  -0.006
H15 -0.6422 -1.8871 -2.0661  0.007
C23 -0.0043 -7.1249 -0.7392  0.001
C24 -0.5842 -5.7699 -0.3641  0.005
C25 0.0945 -4.8884 0.4792  -0.020
C26 -0.3869 -3.6184 0.7855  0.038
C27 0.5245 -2.6900 1.5972  -0.003
C28 -1.7308 -3.3736 0.3679  -0.023
Te1 -2.7265 -1.6227 0.8233  0.003
N6 -1.9832 -0.1581 -0.4119  -0.009
C29 -2.6074 -0.3666 -1.6188  -0.013
O1 -3.5192 -1.1905 -1.7364  0.001
C30 -2.0605 0.3550 -2.8029  0.007
C31 -1.9873 1.7759 -2.8148  0.010
C32 -1.3880 2.3887 -3.8789  -0.002
C33 -0.7808 1.6779 -4.9205  -0.001
C34 -0.7973 0.2963 -4.8414  -0.008
C35 -1.5238 -0.3696 -3.8568  0.012
C36 -1.9089 -1.0415 2.7392  0.000
C37 -0.9476 -0.0103 3.0812  -0.004
C38 0.0685 0.6209 2.1729  0.003
C39 -0.9076 0.2913 4.4410  0.000
C40 -1.6047 -0.3557 5.4321  0.000
C41 -1.4132 -0.0575 6.8407  0.000
C42 -2.4689 -1.3700 5.0398  0.000
C43 -2.6066 -1.7225 3.6886  0.000
C44 -3.5422 -2.8852 3.3619  0.000
C45 -2.5440 -4.2376 -0.4430  0.006
C46 -3.9340 -3.9624 -1.0191  0.000
C47 -1.8568 -5.4361 -0.8188  -0.004
H16 -0.7610 -7.8979 -0.7736  0.000
H17 0.8434 -7.2260 -0.0406  0.000
H18 0.5008 -7.0597 -1.6820  0.000
H19 1.0462 -5.1327 0.8704  0.004
H20 1.4382 -3.1775 1.8872  -0.001
H21 0.1477 -2.3105 2.5849  0.000
H22 0.8067 -1.8579 0.9040  -0.003
H23 -2.5169 2.3553 -2.0701  0.001
H24 -1.3721 3.4914 -3.9350  0.000
H25 -0.4079 2.1650 -5.7986  0.000
H26 -0.4282 -0.2889 -5.6524  0.002
H27 -1.6961 -1.4099 -3.8895  -0.003
H28 0.3225 -0.0454 1.3506  0.031
H29 1.0096 0.7669 2.6978  0.002
H30 -0.3050 1.6262 1.8048  -0.009
H31 -0.2074 1.0749 4.7383  0.000
H32 -0.3348 0.1502 7.0863  0.000
H33 -1.7307 -0.8498 7.4838  0.000
H34 -1.9445 0.8436 7.0910  0.000
H35 -3.0097 -1.8896 5.8176  0.000
H36 -3.7750 -3.4454 4.2473  0.000
H37 -3.0716 -3.6193 2.7131  0.000
H38 -4.4753 -2.5172 2.9442  0.000
H39 -3.7757 -3.6241 -2.0388  0.000
H40 -4.4952 -3.1865 -0.5360  0.000
H41 -4.5093 -4.9030 -1.0797  0.000
H42 -2.4643 -6.1891 -1.3517  0.000

Calculated values
E_HOMO (alpha / beta) = -0.3799 / -0.4526 hartree
Gap between HOMO and LUMO (alpha / beta) = 4.6 / 6.6 eV
LUMO energy (alpha / beta) = -5.7503 / -5.7436 eV
Spin multiplicity = 4
⟨S²⟩ = 3.762
Net charge = +2


Computed, not measured: 11 unconnected molecules or ions with the total composition C21H32B3N11O3S at a distorted geometry, with wB97M-V/def2-TZVPD.

Last column: Mulliken charge in e.
Geometry (Å):
S1 4.3289 -3.2116 2.0823  -0.176
C1 3.5691 -1.7256 2.0396  0.366
N1 2.8283 -0.6568 2.0634  -0.443
B1 1.4386 -1.1155 2.3824  0.575
O1 1.1242 -1.7809 3.6453  -0.489
B2 0.2682 -2.8853 3.2254  0.795
O2 0.2091 -3.4171 1.8839  -0.552
B3 0.2246 -2.3414 0.8931  0.588
O3 0.3017 -0.9947 1.4700  -0.453
H1 -0.3805 -3.4100 4.0585  -0.161
H2 0.2267 -2.5207 -0.2667  -0.154
C2 2.0590 1.9128 -0.1390  0.052
C3 2.0682 1.7563 -1.6270  0.347
N2 2.0754 1.6378 -2.8010  -0.505
H3 1.0476 2.1212 0.2055  0.210
H4 2.4145 0.9956 0.3341  -0.237
H5 2.7103 2.7385 0.1508  0.192
C4 -1.2081 4.2233 -1.9674  -0.601
C5 -0.2874 4.2570 -0.7852  0.459
N3 0.4347 4.2835 0.1479  -0.527
H6 -1.4742 3.1915 -2.2023  0.278
H7 -2.1171 4.7840 -1.7441  0.325
H8 -0.7159 4.6710 -2.8331  0.095
C6 2.7441 6.4821 1.5423  -0.350
C7 2.7456 7.5146 2.6290  0.132
N4 2.7467 8.3270 3.4840  -0.399
H9 3.0310 6.9396 0.5942  0.253
H10 3.4532 5.6887 1.7832  0.247
H11 1.7475 6.0500 1.4415  0.147
C8 -3.4076 -2.7261 6.4535  -0.825
C9 -2.7760 -2.4257 5.1301  0.431
N5 -2.2803 -2.1889 4.0858  -0.513
H12 -4.2670 -2.0715 6.6118  0.313
H13 -3.7405 -3.7688 6.4732  0.258
H14 -2.6860 -2.5663 7.2562  0.344
C10 -3.2459 -6.0890 3.8583  -0.464
C11 -3.3119 -5.8461 5.3350  0.458
N6 -3.3638 -5.6537 6.4987  -0.564
H15 -4.2456 -6.0194 3.4253  0.194
H16 -2.6016 -5.3438 3.3879  0.071
H17 -2.8413 -7.0835 3.6637  0.315
C12 2.4790 -2.1436 -3.3794  -0.590
C13 2.1738 -2.8432 -2.0902  0.511
N7 1.9333 -3.3937 -1.0736  -0.544
H18 1.5548 -1.9537 -3.9283  0.109
H19 2.9732 -1.1917 -3.1773  0.196
H20 3.1358 -2.7636 -3.9918  0.317
C14 4.2430 4.1960 -4.0112  -0.445
C15 3.9586 5.0314 -2.8000  0.409
N8 3.7350 5.6877 -1.8463  -0.461
H21 4.4479 3.1670 -3.7124  0.236
H22 3.3815 4.2072 -4.6801  -0.114
H23 5.1109 4.5925 -4.5409  0.334
C16 1.2284 4.0462 -7.1023  -0.806
C17 0.9445 4.8824 -5.8915  0.410
N9 0.7231 5.5416 -4.9387  -0.481
H24 1.4338 3.0173 -6.8023  0.272
H25 0.3665 4.0573 -7.7709  0.333
H26 2.0957 4.4432 -7.6322  0.281
C18 -1.3148 -4.4317 -3.6964  -0.648
C19 -1.0904 -3.1417 -4.4257  0.363
N10 -0.9217 -2.1215 -5.0057  -0.457
H27 -2.2569 -4.3885 -3.1480  0.254
H28 -1.3540 -5.2579 -4.4079  0.292
H29 -0.4997 -4.6060 -2.9917  0.211
C20 -6.1483 -2.2193 3.2684  -0.538
C21 -6.3587 -3.6962 3.1268  0.398
N11 -6.5235 -4.8587 3.0153  -0.470
H30 -5.7469 -1.8112 2.3398  0.251
H31 -7.0973 -1.7294 3.4925  0.293
H32 -5.4445 -2.0209 4.0780  0.051

Calculated values
Energy above the lowest of the compared OMol25 structures with the same formula, charge and spin = 317.6 kJ/mol
E_HOMO = -0.3654 hartree
Gap between HOMO and LUMO = 9.7 eV
LUMO energy = -0.2903 eV
SMILES string = S=C=NB1OBOBO1.CC#N.CC#N.CC#N.CC#N.CC#N.CC#N.CC#N.CC#N.CC#N.CC#N


Computed, not measured: a molecular structure, C14H30ClO2P2SiW at a distorted geometry, with wB97M-V/def2-TZVPD.

Last column: Mulliken spin population.
Geometry (Å):
C1 0.6682 -0.0615 -4.8697  0.037
C2 1.7043 0.5103 -4.0824  -0.009
H1 0.9837 -0.2160 -5.9177  0.001
H2 -0.2065 0.6093 -4.8313  -0.003
H3 0.4385 -1.0432 -4.4341  -0.006
O1 2.6851 1.0809 -3.8290  0.008
Cl1 -2.3648 -0.2145 -1.2584  0.054
W1 -0.1852 -0.0498 -0.6615  1.282
P1 -0.2847 2.3122 -0.2275  -0.078
C3 1.0825 3.1390 0.6085  0.003
C4 -0.4167 3.0998 -1.8508  0.002
H4 -0.2795 4.1815 -1.7120  -0.002
H5 -1.8439 3.7331 0.9480  0.000
H6 -1.3981 2.8888 -2.3016  0.002
H7 -2.6911 2.3537 0.1218  0.000
H8 2.0345 2.7385 0.2447  0.000
H9 0.3792 2.7344 -2.5144  -0.001
C5 -1.8095 2.6602 0.7018  0.020
H10 1.0175 4.2194 0.4019  -0.001
H11 -1.7897 2.0838 1.6349  0.002
H12 1.0154 2.9646 1.6919  0.002
P2 -0.0448 -2.4002 0.0228  -0.070
C6 1.3834 -2.9819 0.9604  0.001
C7 -1.5307 -2.7840 0.9937  0.018
H13 -1.0062 -3.1748 -2.0648  0.002
H14 -0.0180 -4.4408 -1.2371  -0.003
H15 0.7915 -3.1180 -2.1180  -0.003
C8 -0.0849 -3.3727 -1.5024  0.005
H16 -2.4348 -2.6412 0.3873  0.000
H17 -1.4684 -3.8232 1.3529  0.000
H18 1.4053 -4.0807 0.9288  -0.001
H19 1.3178 -2.6348 1.9991  0.002
H20 -1.5660 -2.1045 1.8553  0.004
H21 2.2979 -2.5828 0.5068  -0.001
C9 1.7329 -0.0635 -1.0958  0.262
O2 2.9044 -0.0806 -1.2629  0.275
C10 -1.6713 0.9097 5.0979  0.019
Si1 -0.1497 0.0311 4.4524  -0.010
C11 1.3653 0.9174 5.0908  0.019
C12 -0.1806 -1.7173 5.1202  0.009
C13 -0.1334 0.0241 2.6016  0.298
C14 -0.1244 0.0651 1.3391  -0.138
H22 -1.6963 0.8535 6.1977  0.001
H23 -2.5868 0.4408 4.7140  0.000
H24 -1.6764 1.9691 4.8078  0.000
H25 1.4062 0.8264 6.1854  0.001
H26 2.2844 0.4856 4.6729  -0.001
H27 1.3217 1.9834 4.8260  -0.001
H28 -1.0311 -2.2804 4.7131  0.000
H29 0.7413 -2.2598 4.8705  0.000
H30 -0.2849 -1.6902 6.2150  0.001

Calculated values
E_HOMO (alpha / beta) = -0.6547 / -0.6537 hartree
Gap between HOMO and LUMO (alpha / beta) = 5.7 / 5.1 eV
LUMO energy (alpha / beta) = -12.1185 / -12.7324 eV
Spin multiplicity = 3
⟨S²⟩ = 2.048
Net charge = +3